Entry 1:
C10H25ClGaIN2P2 | ωB97M-V with the def2-TZVPD basis set

Calculated values
- relative energy (zero: lowest compared OMol25 entry of this formula, charge and spin) (eV) = 3.861
- DFT total energy (eV) = -105312.767
- net charge = +2
- HOMO (alpha / beta) (eV) = -14.01 / -13.99
- 2S+1 = 1

Element x y z (Å)
1 C 0.83214 0.62903 -0.18567
2 I 0.78891 -1.47444 0.56551
3 H 0.65404 1.37637 -1.10679
4 H 1.87683 0.36252 -0.14605
5 H 0.56376 1.12072 0.77880
6 Ga -2.52529 1.75718 -1.33217
7 P 0.31702 -0.74907 -2.39892
8 C 2.04468 -1.40852 -2.39003
9 C -0.49660 -2.09281 -3.28934
10 H -0.00010 -2.23295 -4.25677
11 H 0.95995 -0.17151 -4.64755
12 H -1.52501 -1.79029 -3.49037
13 H -0.24519 0.99174 -4.00682
14 H 2.15253 -2.34345 -1.83952
15 H -0.50164 -3.00357 -2.68369
16 C 0.66437 0.42888 -3.76844
17 H 2.35221 -1.69169 -3.40097
18 H 1.44692 1.13722 -3.45058
19 H 2.79563 -0.64483 -2.12968
20 P -2.60978 1.15380 1.03509
21 C -1.58107 0.80934 2.57215
22 C -3.15785 2.89503 1.35129
23 H -4.60230 -0.12454 0.40478
24 H -4.83697 0.53432 2.04625
25 H -3.74687 -0.92496 1.76183
26 C -4.09448 0.05831 1.36796
27 H -3.50181 3.31535 0.39347
28 H -3.99921 2.97169 2.05631
29 H -2.14757 0.98964 3.50337
30 H -0.72473 1.51334 2.61048
31 H -2.27909 3.48902 1.65089
32 H -1.26445 -0.25718 2.61148
33 Cl -3.17310 1.15281 -3.23910
34 N 3.88814 -1.61585 2.43517
35 C 3.17542 -1.13647 3.57496
36 C 2.47245 -0.00549 3.11993
37 N 2.84130 0.27834 1.82449
38 C 3.61407 -0.73072 1.36672
39 H 4.55389 -2.40432 2.30015
40 H 3.26471 -1.64299 4.46272
41 H 1.73382 0.50558 3.60488
42 H 4.02031 -1.02453 0.36379

Entry 2:
C19H21BrN7O3SV | ωB97M-V with the def2-TZVPD basis set

Calculated values
- <S²> = 3.773
- DFT total energy (eV) = -143180.923
- net charge = +1
- HOMO (alpha / beta) (eV) = -9.46 / -11.07
- 2S+1 = 4

Element x y z (Å)
1 V -0.43377 0.02682 -0.43065
2 C 3.18182 -2.14209 -1.18611
3 C 1.80872 -1.56588 -1.22017
4 N 1.51574 -0.39093 -0.71927
5 N 2.53696 0.26302 -0.03995
6 C 2.67427 1.61102 -0.23340
7 N 3.37639 2.23833 0.77327
8 S 2.10046 2.40613 -1.54257
9 C 0.66636 -2.24526 -1.80076
10 C 0.73704 -3.46169 -2.48990
11 C -0.40579 -3.97738 -3.05896
12 C -1.60442 -3.27591 -2.94723
13 C -1.61581 -2.09045 -2.24682
14 N -0.51186 -1.59664 -1.66920
15 H 3.43595 -2.50487 -0.18746
16 H 3.91273 -1.38055 -1.45748
17 H 3.28639 -2.97697 -1.87127
18 H 2.72186 -0.11149 0.88127
19 H 4.02719 1.68158 1.31153
20 H 3.74395 3.13703 0.50339
21 H 1.67374 -3.98969 -2.57697
22 H -0.37096 -4.91529 -3.59566
23 H -2.51494 -3.64573 -3.39503
24 H -2.51355 -1.50164 -2.11008
25 Br -0.32830 2.09585 6.25056
26 C -1.56610 1.29524 5.06763
27 C -2.92472 1.35425 5.34267
28 C -3.82655 0.80341 4.44297
29 C -3.37983 0.22049 3.26813
30 C -2.01521 0.15960 3.01348
31 C -1.09907 0.68076 3.91967
32 C -1.50377 -0.34112 1.71541
33 O -2.24454 -0.40304 0.69903
34 O -0.25475 -0.52998 1.55374
35 H -3.27080 1.82642 6.25170
36 H -4.88501 0.84181 4.66143
37 H -4.07607 -0.18539 2.54734
38 H -0.04203 0.61763 3.70935
39 C -2.52363 4.98216 1.80109
40 N -2.05086 3.81958 1.07848
41 C -2.69406 3.27564 -0.11941
42 C -1.67663 2.23693 -0.49401
43 O -1.75670 1.40039 -1.40006
44 N -0.64594 2.20544 0.36870
45 C -0.88723 3.17984 1.26694
46 N -0.01088 3.46850 2.21919
47 H -3.61131 4.98903 1.77539
48 H -2.14526 5.90985 1.36825
49 H -2.23188 4.91636 2.84866
50 H -2.84087 4.02585 -0.89732
51 H -3.64543 2.79480 0.11589
52 H 0.85778 2.95816 2.22689
53 H -0.17844 4.15973 2.92770

Entry 3:
C6H8N2 | ωB97M-V with the def2-TZVPD basis set

Calculated values
- relative energy (zero: lowest compared OMol25 entry of this formula, charge and spin) (eV) = 5.950
- DFT total energy (eV) = -9325.757
- net charge = 0
- HOMO (eV) = -8.61
- 2S+1 = 1

Element x y z (Å)
1 C 2.76069 -0.26954 -0.12053
2 C 1.27560 -0.26825 0.15426
3 C 0.72614 0.98962 0.12442
4 C -2.01362 0.58954 -0.03510
5 C -2.09223 -0.94837 0.03186
6 C -0.68420 -0.73069 -0.33157
7 H 3.12689 -1.14140 -0.82902
8 H 3.20788 -0.19408 1.25435
9 H 3.01106 0.88738 -0.68508
10 H 0.81449 2.16731 -0.05336
11 H -2.40112 0.96497 0.94415
12 H -2.49167 1.34996 -0.74576
13 H -2.71586 -1.36853 -0.58587
14 H -2.30677 -1.18090 1.17796
15 N -0.64430 0.51262 -0.27520
16 N 0.42704 -1.35962 -0.02551